{"formula": "C4H7N3O4", "method": "the ωB97M-V functional and the def2-TZVPD basis", "smiles": "CN1CO[N+]([O-])=C([N+](=O)[O-])C1", "de_lowest_kj_mol": 979.8, "e_tot_ha": -621.5299, "charge": 0, "lumo_energy_ev": -0.6, "symbols": ["C", "N", "C", "O", "N", "O", "C", "N", "O", "O", "C", "H", "H", "H", "H", "H", "H", "H"], "xyz": [[-2.172, 0.614, 0.199], [-1.185, -0.390, 0.263], [-0.682, -1.040, -0.921], [0.376, -1.924, -0.811], [1.589, -1.274, -0.369], [2.646, -1.718, -0.713], [1.324, -0.078, 0.109], [2.228, 1.074, 0.324], [3.372, 0.754, 0.226], [1.719, 2.127, 0.414], [0.003, 0.152, 0.851], [-2.063, 1.061, 1.232], [-2.032, 1.430, -0.621], [-3.128, 0.139, 0.198], [-0.348, -0.368, -1.755], [-1.396, -1.759, -1.239], [-0.052, -0.095, 1.954], [-0.198, 1.293, 0.660]], "mulliken_charge": [-1.045, 0.031, -0.452, -0.396, 0.785, -0.614, -0.215, 1.029, -0.579, -0.597, -0.430, 0.422, 0.315, 0.369, 0.363, 0.420, 0.098, 0.496]}